The following is a quantum chemistry calculation of an isolated ion of composition C5H9N2S2 and charge +1 in a non-equilibrium geometry, from the Open Molecules 2025 dataset.

Each line ends with the Löwdin charge.
Positions of all 18 atoms, in Å:
C  -0.4396  -2.0938  -0.0058  -0.30
C  1.2855  -0.5608  0.3327  -0.42
C  -1.5259  0.3374  -0.1891  -1.01
C  2.8131  -0.7016  0.2596  0.05
C  -1.9198  1.5767  -1.0119  -0.13
N  0.5896  -1.6829  0.5679  0.09
N  0.7081  0.5810  0.2715  0.16
S  -1.3782  -1.0136  -1.1889  1.04
S  -1.9415  0.1233  1.4403  0.89
H  -0.8361  -3.0046  0.1700  0.06
H  2.9985  -1.5699  -0.1735  0.03
H  3.2907  -0.8172  1.3597  0.17
H  3.1963  0.1099  -0.1490  0.03
H  -2.0214  1.3780  -2.1632  0.13
H  -1.2899  2.3694  -0.7657  0.06
H  -2.8475  2.0287  -0.7599  0.08
H  1.0561  1.4967  0.1031  0.10
H  -1.7380  1.4434  1.9022  -0.01

- energy relative to the best compared isomer or geometry (same formula, charge and spin) (kcal/mol) = 91.84
- total charge = +1
- E_tot (a.u.) = -1101.43816
- HOMO (eV) = -13.76